14
Properties=species:S:1:pos:R:3:forces:R:3 method="wB97M-V/def2-TZVPD" de_lowest_kj_mol=676.65 smiles=C#C[C@@H](C)CO
O -2.0951 0.1821 -0.1319 1.27 3.31 2.74
C 0.4900 0.8288 -0.0307 2.59 7.87 -0.56
C 1.6981 -1.1603 0.1180 0.48 -4.67 0.87
C -1.0686 -0.7979 0.1804 -1.93 -0.30 4.01
C 0.8813 2.0011 0.1372 0.66 -0.50 -1.88
C 0.2993 -0.4781 -0.4307 0.18 -2.41 1.02
H 2.8945 -0.6763 -0.0100 -4.33 -0.75 0.58
H 1.4688 3.0401 -0.1700 -2.17 -3.32 1.54
H -0.0768 -0.7444 -1.4490 1.69 1.01 -0.08
H -1.9291 1.0296 0.7097 -0.70 -3.87 -4.28
H -1.2797 -0.7772 1.2927 1.96 -0.46 -0.55
H 1.4213 -1.6653 1.2981 1.23 2.17 -3.32
H 1.8415 -2.2236 -0.4371 -0.38 2.38 0.97
H -1.3803 -1.8013 -0.0236 -0.55 -0.46 -1.06

***

22
Properties=species:S:1:pos:R:3:forces:R:3 method="wB97M-V/def2-TZVPD" de_lowest_kj_mol=232.32 smiles=C[C@H]1SC(C)(C)[C@@H]1[NH3+] charge=+1
S 1.7261 -0.3706 -0.7188 1.20 -0.87 -0.02
N -1.4703 1.0977 -0.7075 -4.18 0.05 1.77
C 0.3226 -1.8919 1.0989 1.98 -0.65 2.67
C -0.3929 0.5985 0.0543 3.93 -3.55 3.82
C 1.6929 2.1232 0.4339 0.44 1.28 1.16
C -0.4330 -1.8679 -1.3984 -0.84 -1.22 1.73
C 0.9428 1.1943 -0.4721 -0.42 -0.08 0.56
C 0.1571 -1.0654 -0.1418 -1.23 1.15 -1.92
H -1.1694 1.2701 -1.6210 0.33 0.59 -2.06
H 0.3944 -2.5081 -1.7332 -0.18 0.21 0.00
H 0.8018 -1.3133 2.0109 -1.21 -0.77 -1.88
H -0.7390 -1.2758 -2.2606 0.12 0.30 0.15
H -1.2844 -2.6135 -1.1563 1.15 1.39 -0.09
H 1.0340 -2.7990 1.0706 -0.54 1.58 -0.97
H -1.7219 1.9561 -0.2022 -0.11 0.41 -0.85
H 0.8090 1.6328 -1.4597 -0.09 0.51 -0.04
H 2.7444 2.2188 0.1268 -0.37 -0.07 0.11
H 1.2563 3.1039 0.3983 -0.16 0.89 -0.66
H -0.5386 -2.4387 1.4414 -0.98 0.41 0.12
H 1.6645 2.0378 1.5517 0.05 -1.25 -0.95
H -0.4585 0.8215 1.2268 -0.45 -0.48 -2.71
H -2.3974 0.5715 -0.7358 1.55 0.16 0.08

***

220
Properties=species:S:1:pos:R:3:forces:R:3 method="wB97M-V/def2-TZVPD" charge=-1 total_energy_ha=-5915.0780
S -2.2747 4.8684 0.4749 -2.53 1.59 -0.27
Na -0.0401 2.4280 2.0541 -0.07 0.12 -0.26
Na -2.6228 1.8949 -0.3567 0.00 0.73 0.21
O -2.9527 -4.9449 -1.6382 -0.39 1.05 0.45
O -1.8866 3.6763 1.1937 2.21 -2.93 2.17
O 6.2780 0.1260 0.6151 -1.16 2.07 0.35
O 0.8516 -5.9899 4.0519 -0.15 -0.35 -0.82
O -1.0811 -1.3202 -4.2944 -0.76 -2.28 -2.07
O 3.1524 -4.5810 0.0953 1.26 -0.07 -2.05
O -5.3050 -3.1473 -4.7180 -0.27 -1.37 -0.35
O 2.9505 5.0300 -6.4566 0.88 -0.33 1.13
O -4.4207 -1.5385 4.3963 0.05 0.02 0.69
O 3.7407 -2.5172 5.3663 0.69 -0.41 0.49
O -3.2663 2.9087 -6.3439 -2.78 1.16 -1.11
O -1.1586 0.1360 1.3648 0.03 0.15 -0.50
O 2.4373 3.3492 -2.2923 1.37 -0.49 -0.52
O -3.0356 5.7495 1.3229 -0.12 0.80 0.97
O 2.1310 2.7222 1.2269 -0.50 0.27 0.66
O 1.2912 0.6047 3.0965 1.43 1.15 -1.76
O -3.1624 0.6090 8.6220 0.07 -0.62 3.75
O -2.8901 6.6509 -4.5068 -0.13 1.80 -2.51
O -3.9095 2.3063 4.3001 1.88 0.43 2.79
O -1.1653 5.5238 -0.1666 1.95 1.00 -0.37
O 2.4965 -2.7154 -3.8414 -1.22 -0.57 -1.02
O 1.9433 3.0238 5.4864 0.84 1.47 1.53
O -0.1863 1.1812 -0.3528 -0.07 -1.26 0.46
O -3.1649 4.3377 -0.5733 -1.07 -1.01 -1.70
O -4.5003 1.5881 -2.3485 -1.26 -1.06 0.49
N -2.1607 -4.8850 2.0137 1.79 0.39 0.56
N -3.9702 5.4710 -2.9660 -6.54 -0.46 0.66
N -3.2888 2.3931 7.2964 0.51 4.87 1.51
N -1.4050 0.4744 -3.0397 -0.92 0.92 0.98
N -2.8463 -0.1024 3.5343 -0.07 2.32 0.94
N -0.7742 2.9235 4.3801 -0.08 0.44 -0.65
N -3.1381 -3.2718 -4.1409 2.31 -2.09 2.54
N -4.5929 0.7807 0.7093 -0.06 0.15 -0.98
N -5.8904 2.1941 3.3833 -4.07 -1.50 0.76
N 3.9084 2.3061 0.0415 3.54 0.00 -3.67
N 2.7953 -5.2273 4.8786 2.94 -0.44 0.30
N 3.7026 1.2714 1.9633 0.96 -0.88 1.33
N 0.3586 -1.0303 4.1580 -2.47 -6.95 -1.33
N 0.9786 0.6277 5.2945 0.75 1.66 3.65
N 4.0135 -0.5596 4.3666 -0.63 2.17 -0.27
N -1.8982 5.5516 -2.8515 4.56 -1.09 1.62
N 4.0687 -0.6922 -2.4676 -0.64 -1.18 1.29
N 0.5126 3.7970 -1.3102 -3.80 -3.63 2.20
N 0.4384 -6.7222 1.3555 -0.44 1.32 -0.62
N -1.6361 3.1678 -4.8389 1.06 1.08 2.38
N 1.5531 5.3946 -2.1542 1.50 6.13 -2.06
N 0.5896 -0.4299 -3.1905 3.82 -0.49 0.96
N 8.0452 -1.1836 0.8145 2.51 0.06 1.11
N -2.7207 -2.1510 3.0100 1.42 -2.78 -1.27
N -3.4306 0.4751 6.4983 -0.54 -4.82 -7.37
N 0.9947 -4.0978 5.1433 -2.85 4.29 1.51
N 5.7680 -1.7910 4.6309 3.26 -1.83 0.78
N 1.3193 2.0996 -4.7856 -0.24 -0.01 1.35
N -4.3339 3.3239 2.4135 2.04 2.93 -3.29
N -1.4552 1.7102 -6.4786 2.25 -3.05 -1.86
N 6.3182 -1.8972 -0.2912 -2.31 -4.14 -3.10
N -3.7780 -1.9054 -5.6530 1.70 3.67 -4.75
C 4.4977 -1.6678 4.8794 -3.32 -0.75 -0.39
C 2.0205 -4.8809 0.8352 -0.18 -0.42 0.32
C -4.1156 -2.8751 -4.9010 -4.33 -1.02 3.29
C -1.9534 -5.6096 -2.3487 1.02 -0.35 0.34
C -5.2392 0.4683 -1.7446 0.71 -0.33 -0.11
C -0.6502 -0.4992 -3.5239 -2.48 1.09 -0.59
C 3.1905 -3.2399 -0.3822 -0.60 -0.96 0.49
C -1.1461 5.1846 4.9705 -0.13 0.06 -0.56
C -0.0164 4.1590 4.6749 -1.17 -0.37 1.52
C -3.3976 -1.2945 3.7680 -0.85 0.22 -1.20
C -4.6758 2.6707 3.4238 -0.50 -1.92 0.58
C 5.5861 -0.6181 -4.3776 -2.10 -0.15 -0.95
C -2.8794 -5.0621 0.8147 -1.75 -0.13 -1.56
C 2.0278 4.2975 -5.6182 0.04 -1.24 -1.18
C 2.0111 -3.9604 -4.3485 -0.85 -0.07 1.63
C -4.3533 -4.7983 1.2528 0.82 0.26 -1.55
C 1.5440 4.1405 -1.9414 2.02 -2.11 -0.35
C 0.8361 3.8524 5.9140 0.38 -0.12 -0.70
C -2.1861 2.6309 -5.9168 -0.56 0.82 0.81
C 1.5247 -5.1256 4.6198 -0.47 -4.32 -1.21
C 0.9457 0.0791 4.1356 -0.51 2.09 -0.66
C 2.8537 2.8488 6.6190 -0.03 0.60 -1.69
C -0.3021 0.1941 0.4466 0.47 -0.06 -0.23
C 3.8372 -2.4834 -4.2172 -1.29 -0.20 0.69
C 2.8367 2.0632 -6.6811 1.15 0.96 0.58
C 1.6856 -6.3570 0.7044 0.54 -0.89 -1.21
C 0.6554 -1.0235 0.3254 -1.30 -0.05 -0.88
C -5.2358 -1.4573 -0.0357 -1.16 -1.14 0.17
C -2.5130 -4.1874 -0.4910 -1.45 -0.56 1.19
C 1.6411 -6.8889 -0.7611 0.57 0.13 0.10
C -3.2996 1.1275 7.5502 0.50 -0.82 2.06
C 3.2175 2.1385 1.0868 -4.24 0.87 2.27
C -5.2476 2.0098 -3.5102 0.52 0.99 -0.44
C 4.0805 5.5059 -5.7094 -0.94 0.06 0.74
C 4.0932 -1.0420 -3.8582 3.99 0.85 -1.15
C -4.6349 -0.1632 -0.4370 0.46 1.61 -0.51
C 6.8399 -0.9075 0.3423 -0.13 0.68 0.98
C 2.4115 2.7922 -5.3522 1.45 1.14 -4.13
C -2.9281 5.9912 -3.5100 1.25 -0.04 -0.81
H -2.1003 5.1467 -1.9486 0.42 -0.20 -0.07
H 3.9226 -2.6620 -5.2891 0.32 0.29 -0.19
H 0.2276 -1.8781 0.8495 0.53 0.27 1.28
H -5.2002 1.3373 -4.3667 0.02 -0.64 0.33
H 3.2032 3.8309 6.9372 0.09 0.08 -0.04
H 1.7058 -0.7718 0.4721 -0.20 -0.14 0.31
H -4.1824 -1.9939 -6.5742 0.13 0.85 -0.07
H -1.3343 -6.1722 -1.6498 0.11 -0.31 0.05
H -3.3465 2.8643 8.1879 0.11 1.09 -0.70
H -1.7804 1.3465 -7.3629 0.12 -0.11 0.45
H 0.5777 2.9199 -0.8137 -0.41 -0.12 -0.05
H 3.5650 2.8798 -0.7155 -0.10 -0.16 -0.37
H -5.2345 -0.3400 -2.4759 0.05 -0.24 -0.16
H -0.2498 4.4310 -1.1184 -0.12 0.30 0.77
H 4.7212 0.0652 4.0077 -1.02 0.36 -0.42
H -0.0649 -1.4559 4.9702 0.06 0.22 -0.34
H 3.6987 2.5937 -7.0858 -0.04 0.31 -0.20
H -3.3179 0.9504 5.6143 -0.49 -0.22 0.21
H -3.3980 -3.5573 -3.2076 0.17 -0.41 -0.08
H 6.1400 -2.6368 5.0387 0.74 0.41 -0.19
H -5.5442 0.9971 0.9709 -0.21 0.13 -0.19
H 0.8272 0.0963 -2.3618 0.48 -0.08 -0.01
H -0.6194 1.3631 -6.0302 0.06 0.15 -0.39
H 0.7619 -6.5651 -1.3181 -0.61 -0.41 0.64
H -4.6591 -5.3961 2.1115 0.10 -0.07 -0.10
H 0.4094 -7.7233 1.4859 -0.02 0.00 0.19
H 2.1046 2.0145 -7.4871 -0.38 0.14 0.38
H -6.2987 -1.4134 0.2017 -0.30 0.37 -0.22
H -3.1577 -3.3122 -0.4102 -0.21 0.08 -0.35
H 4.5302 4.7510 -5.0645 0.23 -0.45 -0.36
H -4.0217 5.0114 -2.0681 0.60 -0.01 0.22
H 1.3382 1.5715 5.2987 0.41 0.34 0.68
H 1.4363 2.4778 -3.8564 -1.00 -0.11 1.21
H 3.3588 -2.6507 0.5193 0.10 0.87 -0.42
H 2.3868 -6.6085 -1.5051 0.84 0.41 0.74
H -1.2057 -5.1703 1.8506 0.40 -0.07 0.17
H 0.9667 -3.9946 -4.0385 -0.19 0.14 -0.47
H 6.7702 -2.7860 -0.4520 0.44 0.37 0.44
H 3.0334 -0.5355 4.1237 0.41 0.42 -0.01
H 0.6155 4.4575 3.8384 0.10 0.14 0.07
H -4.8473 2.9371 -3.9200 0.58 0.02 0.44
H 1.7615 -7.9696 -0.6857 -0.64 -0.16 -0.25
H 2.4075 2.3794 7.4957 -0.19 -0.43 -0.22
H -0.9886 5.4063 -3.2659 -0.19 0.63 0.10
H 3.7033 6.2262 -4.9834 0.00 0.49 0.05
H -6.2928 0.7337 -1.6570 -0.11 0.30 0.46
H 2.4348 -4.7859 -3.7765 0.58 -0.18 -0.07
H 3.1736 -4.3575 5.2256 1.25 -0.37 -0.16
H -2.3517 -6.2956 -3.0963 -0.43 0.16 0.21
H 4.8482 6.0017 -6.3035 -0.33 -0.29 -0.41
H -4.2161 0.3303 1.5311 0.40 -0.28 0.17
H -3.6044 -0.4061 -0.6960 0.40 0.18 -0.03
H 3.2606 2.9739 -4.6933 0.39 -1.03 0.24
H 1.1506 4.7567 6.4349 0.46 0.11 -0.11
H -1.2824 -4.9307 -2.8749 0.03 0.35 -0.11
H -6.3318 2.0359 2.4888 -0.15 0.17 0.54
H 4.6392 1.6132 -0.0348 0.40 0.49 -0.93
H 1.6165 1.1476 -4.6266 -0.13 -0.42 -0.17
H 6.4746 -0.9271 -3.8269 -0.52 0.30 0.76
H 2.3563 -4.6973 1.8557 -1.02 0.34 0.60
H -4.9246 3.5075 1.6151 0.34 0.24 0.21
H -1.7709 4.8972 5.8161 0.92 0.29 1.19
H 5.7905 -1.0040 -5.3763 -0.37 -0.18 -0.25
H 8.4345 -0.4148 1.3414 0.51 -0.38 -0.30
H -4.3837 -3.7373 1.5006 -0.43 -0.13 0.13
H 2.4287 -6.8723 1.3129 0.92 -0.17 -0.64
H -4.8353 5.8803 -3.2886 -0.04 -0.14 0.06
H -0.5118 2.1700 4.9994 -0.17 -0.05 0.00
H -2.2507 -2.8038 -4.2576 0.04 -0.09 0.40
H 1.1342 -1.1773 -3.5964 0.58 -0.06 0.59
H 8.5994 -1.8977 0.3639 0.21 0.43 0.40
H -6.1568 1.6307 4.1781 -0.13 -0.14 -0.38
H 3.3899 -0.3819 -4.3659 -0.10 -0.38 -0.75
H -3.6226 -0.5110 6.3933 0.14 0.15 0.51
H -2.8389 -6.0759 0.4163 0.22 -0.37 0.03
H 4.6083 0.8858 1.7376 -0.14 -0.39 0.49
H 5.4458 0.4498 -4.5452 0.85 0.20 0.42
H 0.5167 -1.5104 -0.6399 0.36 0.73 -0.84
H 0.3600 3.1983 6.6445 -0.97 0.43 0.15
H -1.6870 3.2581 4.6537 -0.62 -1.38 -0.44
H 0.8023 0.0620 6.1124 0.10 0.54 -0.04
H 3.2623 1.0700 -6.5375 -0.39 -0.34 0.44
H 1.5333 -3.5233 5.7757 -0.51 0.43 -0.39
H -2.5188 -5.5570 2.6773 0.00 -0.01 0.29
H 3.6792 2.3110 6.1525 0.04 -0.27 0.63
H -3.3371 0.7469 3.7750 0.12 0.06 0.16
H 3.3191 -6.0425 4.5937 -0.08 0.46 0.14
H -5.1380 -2.2370 -0.7910 0.15 -0.05 -0.03
H -0.7535 2.8091 -4.5037 0.05 0.22 -0.27
H -2.0742 -1.7621 2.3386 -0.02 0.00 0.06
H -2.2864 0.6578 -3.4975 0.08 0.33 0.34
H 1.9397 4.6435 -4.5883 -0.24 0.97 -0.24
H 1.1137 4.3485 -6.2098 -0.32 -0.02 0.51
H 2.2471 -3.0128 -0.8786 -0.26 0.30 0.23
H 3.1224 1.0488 2.7595 0.04 -0.04 -0.33
H -1.5255 -3.7368 -0.5907 0.53 -0.72 0.07
H -2.8856 -3.1335 2.8438 -0.18 -0.03 0.53
H -2.0166 -0.0204 2.9642 -0.21 0.11 0.00
H -4.9755 -5.0042 0.3819 -0.42 0.09 0.21
H -3.3362 3.4639 2.3422 0.25 0.58 -0.78
H 2.3320 5.8170 -2.6389 -0.25 -0.08 0.09
H -4.8170 -1.7966 0.9118 0.43 -0.02 -0.16
H -1.9554 4.0302 -4.4211 -0.40 -0.37 -0.20
H 3.9175 -3.1066 -1.1833 0.38 -0.29 0.42
H 0.8724 6.0120 -1.7352 0.06 -0.11 0.05
H 3.1439 -0.9412 -2.1469 -0.30 -0.08 0.52
H 0.3677 -1.5350 3.2832 -0.39 -0.19 0.20
H -1.9965 5.0628 4.2996 0.55 0.13 -1.31
H -0.8780 1.1379 -2.4900 -0.79 0.58 -0.01
H 4.3277 -3.3011 -3.6891 1.31 0.45 0.13
H 1.1748 -4.2871 0.4883 -0.28 0.28 0.31
H 0.0892 -3.8856 4.7495 -0.02 0.39 0.69
H 6.3342 -1.0240 4.2973 0.04 -0.55 0.14
H -3.4067 2.7602 6.3630 -0.40 0.27 0.38
H 4.1199 0.3029 -2.3028 0.23 0.26 -0.31
H 5.4297 -1.9309 -0.7703 -0.11 1.21 0.17
H -6.2859 2.2727 -3.3078 -0.19 -0.44 0.48
H 0.5542 -6.2684 2.2503 -0.55 -0.58 0.84
H -2.8082 -1.6494 -5.5342 0.07 0.50 -0.88
H 2.1070 -4.1733 -5.4132 0.20 0.58 -0.11
H -0.8743 6.2382 4.9056 0.05 -0.10 0.47

***

44
Properties=species:S:1:pos:R:3:forces:R:3 method="wB97M-V/def2-TZVPD" charge=+4 total_energy_ha=-1190.8674
Hf -0.6982 -0.3457 0.3849 1.87 -0.07 -1.09
F 2.6721 4.4909 -3.1571 -0.03 0.09 0.03
F 0.8366 5.6410 -2.9878 -0.05 0.01 -0.01
F 2.2956 5.6871 -1.3794 -0.05 0.00 -0.11
N 1.1756 -1.4831 0.6213 0.41 -0.47 0.01
N 0.0099 1.3889 -0.5906 0.00 0.27 0.04
C 1.0788 3.7061 -1.6957 0.00 -0.02 0.16
C 0.6455 -4.0578 -2.7567 -0.11 0.06 -0.03
C -0.1354 1.6660 -1.9239 -0.08 0.03 -0.28
C 0.3844 2.7991 -2.4992 -0.01 0.03 0.05
C -1.4421 -1.4909 2.5243 -0.49 0.22 0.42
C 0.6824 2.2991 0.1852 0.07 0.09 0.06
C -1.6757 0.9312 2.3798 -0.47 -0.25 0.21
C 1.9137 -3.4026 -0.8001 0.06 -0.01 0.09
C -3.0907 -0.5155 0.9928 -0.26 -0.06 0.66
C 1.7408 4.9482 -2.3257 0.11 -0.13 0.02
C 1.7390 -4.2264 -1.9111 0.00 0.06 0.06
C 0.9931 -2.4071 -0.5469 -0.20 0.18 0.01
C -0.2998 -3.0744 -2.5014 -0.30 -0.09 -0.18
C -1.0390 -0.1983 2.9810 -0.61 -0.16 0.09
C -2.4742 -1.6488 1.5765 -0.69 0.19 0.64
C -0.1616 -0.0406 4.1655 0.29 0.06 0.16
C -2.7040 0.7777 1.4289 -0.44 -0.25 0.68
C -0.1218 -2.2539 -1.3941 0.14 0.55 0.75
C 1.2132 3.4539 -0.3256 0.02 -0.03 -0.05
H 0.5202 -0.8765 4.3226 0.00 0.00 -0.06
H 2.4705 -5.0002 -2.1125 -0.01 -0.01 -0.01
H -3.3154 1.6363 1.1599 0.25 0.08 -0.33
H -1.1553 -2.9626 -3.1561 0.00 0.05 0.03
H -0.8149 -0.0208 5.0532 -0.09 -0.02 -0.08
H 2.7705 -3.5444 -0.1488 0.00 0.03 -0.02
H 0.3811 0.9051 4.1866 0.01 -0.02 -0.07
H 0.8021 2.0677 1.2430 -0.05 0.01 0.01
H 1.7317 4.1594 0.3126 0.03 -0.05 0.03
H 1.3562 -2.0724 1.4390 -0.15 0.04 0.17
H -1.1199 -2.3653 3.0853 0.32 -0.04 -0.24
H 0.2566 2.9818 -3.5604 -0.01 -0.04 -0.01
H -0.9026 -1.4486 -1.2475 -0.21 -0.52 -0.96
H 0.5165 -4.6939 -3.6239 0.03 -0.02 0.01
H -0.6730 0.9473 -2.5343 -0.02 -0.03 0.04
H -2.9149 -2.6316 1.4240 0.26 -0.07 -0.32
H -3.9936 -0.6367 0.3985 0.20 -0.01 -0.31
H -1.5275 1.9129 2.8240 0.32 0.07 -0.26
H 2.0733 -1.0012 0.4897 -0.07 0.28 -0.04

***

no.,molecular weight (g mol⁻¹),F_max (eV/A)
1,84.118,8.3
2,132.252,6.5
3,1516.643,8.8
4,510.859,2.2